A molecular structure, C48H55Cl2F5LaN4O3Se in a non-equilibrium geometry. Source: the Open Molecules 2025 dataset; level of theory: wB97M-V/def2-TZVPD.

CARTESIAN COORDINATES (ANGSTROEM)
1 La 0.73939 1.94658 0.48482
2 Se -0.10167 5.02999 1.21372
3 Cl 3.55701 3.35666 0.83545
4 Cl 2.49650 3.38915 -1.99123
5 F -3.16089 3.36149 -2.76837
6 F -2.91784 6.51985 1.80430
7 F -0.77231 3.51473 -1.29152
8 F -5.31697 6.02076 0.46271
9 F -5.27397 4.75855 -1.93546
10 O -7.03780 -0.75377 0.67375
11 O 1.44670 0.90361 2.53886
12 O 0.32720 0.77033 -1.47224
13 N -1.56855 1.17348 1.67845
14 N 2.14285 -0.09302 0.18321
15 N -4.91682 -0.51162 1.44157
16 N -5.91777 1.21926 0.20463
17 C 2.47360 -0.30961 5.17613
18 C 0.98176 -0.33218 -1.90771
19 C 5.68030 -3.97788 2.82318
20 C 4.63153 -3.85924 -2.32631
21 C 4.70284 -1.68009 2.33697
22 C 0.58958 -1.07767 -3.05102
23 C 3.00088 -0.60077 3.73133
24 C -6.70736 1.55925 -0.93750
25 C -9.15884 2.60126 -4.26927
26 C -1.73776 5.03225 0.25820
27 C 2.46674 -5.10893 -2.17598
28 C 3.22602 -4.12753 -4.37857
29 C 2.36116 -2.69890 -2.54909
30 C 6.97572 -1.82766 3.37233
31 C -4.09001 4.82605 -1.21048
32 C -6.89813 2.33226 -3.22659
33 C -4.08857 5.51398 0.00747
34 C 2.84866 -0.51309 1.29590
35 C 4.09745 -1.37857 3.57897
36 C -0.70202 -0.69040 -3.88551
37 C -6.08730 1.96531 -2.14443
38 C 6.01005 -2.49687 2.39567
39 C -1.83114 4.28648 -0.93178
40 C -2.60867 0.48745 1.24638
41 C -2.98720 4.16668 -1.66482
42 C 3.46129 4.34028 -0.78780
43 C -0.45699 0.68895 -4.54872
44 C 2.58046 -2.07758 -1.33975
45 C -8.08960 1.56653 -0.79003
46 C -1.20959 -1.76839 -4.89436
47 C -8.30707 2.31943 -3.08532
48 C 1.30388 -2.28801 -3.39973
49 C 2.38282 -0.05948 2.55984
50 C 3.31016 -1.02475 6.29482
51 C -3.96156 1.01909 3.17485
52 C 3.14168 -3.92521 -2.86643
53 C -2.88869 5.72492 0.69970
54 C -1.78069 1.86662 2.83127
55 C -3.81205 0.32929 1.96161
56 C -8.83761 2.11346 -1.85036
57 C 4.10196 -1.21707 1.20210
58 C 1.98857 -0.82709 -1.03025
59 C 0.98472 -0.83544 5.24159
60 C 2.49762 1.21091 5.36917
61 C -6.04821 -0.06415 0.73377
62 C -2.90385 1.79714 3.62802
63 C -1.84301 -0.40862 -2.90561
64 C 6.68365 -2.52447 0.99782
65 H 2.27151 -4.30695 -4.88672
66 H 3.18307 -2.12893 6.15324
67 H 3.02543 5.31612 -0.58541
68 H -0.51882 1.44237 -3.84981
69 H -8.63359 2.22715 -5.12596
70 H 7.20633 -0.73802 3.26024
71 H -1.53516 0.11850 -1.98410
72 H 0.84788 -1.92042 5.03012
73 H 6.62117 -1.94877 4.46931
74 H 2.97885 -0.71548 7.27174
75 H 5.32237 -4.43139 -2.96280
76 H -1.95205 -1.30591 -5.51492
77 H 4.90328 -3.94987 3.60571
78 H 4.98829 -2.79328 -2.39842
79 H 3.50768 1.49424 5.66826
80 H 3.00933 -6.04722 -2.33291
81 H 1.05290 -2.81342 -4.31841
82 H 4.36325 -0.85553 6.17565
83 H -2.41861 0.02413 0.28606
84 H -1.62335 -2.65386 -4.38456
85 H 3.75484 -5.08071 -4.57676
86 H -4.84555 0.74477 3.82443
87 H -0.39220 -2.06553 -5.56251
88 H -4.97083 1.54832 0.13316
89 H -2.60855 0.25996 -3.43632
90 H -10.10969 2.07502 -4.13606
91 H 4.49556 4.42662 -1.17644
92 H 7.96545 -2.30786 3.26122
93 H -4.89705 -1.47537 1.73601
94 H 4.63593 -4.14357 -1.27217
95 H 0.39172 -0.25202 4.56634
96 H 4.53876 -1.25536 0.21869
97 H 0.49128 0.78013 -5.15637
98 H 6.95393 -1.52024 0.63018
99 H -2.88380 2.22229 4.62371
100 H -0.95962 2.54238 3.11985
101 H 4.63286 -1.87417 4.40809
102 H 2.19977 1.69681 4.39999
103 H 2.34768 -4.88875 -1.08429
104 H 0.72319 -0.76341 6.32720
105 H 5.99607 -3.06298 0.32972
106 H -6.47574 2.67138 -4.17306
107 H 3.79853 -3.22484 -4.80207
108 H -4.99281 2.03122 -2.14811
109 H 6.58959 -4.46754 3.26742
110 H 3.31035 -2.48351 -0.68540
111 H 5.36830 -4.55857 1.90513
112 H -1.37481 0.80341 -5.20837
113 H -2.44442 -1.28613 -2.59468
114 H -9.36721 3.67930 -4.41636
115 H 1.77715 1.47647 6.17807
116 H 7.59209 -3.12441 1.10062
117 H -9.90868 2.27586 -1.61653
118 H -8.58141 1.21555 0.15154
119 H 1.47729 -5.28189 -2.53442

Summary:
- charge = +1
- LUMO level (alpha / beta) (Eh) = -0.214 / -0.214
- HOMO-LUMO gap (alpha / beta) (eV) = 4.0 / 4.0
- HOMO level (alpha / beta) (eV) = -9.84 / -9.84

---

A molecular structure, C15H13CuO5 in a non-equilibrium geometry. Source: the Open Molecules 2025 dataset; level of theory: wB97M-V/def2-TZVPD.

CARTESIAN COORDINATES (ANGSTROEM)
1 Cu -2.25657 -1.40613 -1.20846
2 O 2.79312 1.11869 2.85781
3 O -3.61541 -1.53563 0.64599
4 O -3.05982 -0.96011 -3.57244
5 O -0.51822 -2.76049 -0.24986
6 O -1.07522 0.64160 -0.96751
7 C 3.94199 -0.34684 -0.88865
8 C 3.45702 0.16611 0.28160
9 C -1.91929 -1.14676 -4.37590
10 C 1.90979 0.96802 2.01316
11 C -1.23782 1.52499 3.84848
12 C -2.20911 1.33517 2.83348
13 C 0.12189 1.46040 3.53290
14 C 1.25478 0.38343 -0.45123
15 C 2.16096 0.48230 0.54422
16 C -0.14881 0.67391 -0.17733
17 C -1.83775 1.25297 1.51534
18 C -0.49692 1.04849 1.22714
19 C 0.49064 1.14526 2.20403
20 C 1.63906 -0.11898 -1.68492
21 C 2.97961 -0.42202 -1.91309
22 H 0.34360 -2.33949 -0.43580
23 H -1.73072 1.53888 4.80933
24 H -4.52711 -1.71780 0.34574
25 H -1.27457 -1.97795 -4.09035
26 H 0.87561 -0.40894 -2.39165
27 H 4.20248 0.40756 1.02484
28 H -3.25730 1.38635 3.08856
29 H 4.92298 -0.77144 -1.04285
30 H -2.13169 -1.33917 -5.42756
31 H 0.80512 1.53999 4.36554
32 H 3.31768 -0.79068 -2.87027
33 H -2.67076 1.26987 0.82817
34 H -1.24924 -0.30156 -4.21849

Summary:
- charge = -2
- LUMO level (Eh) = 0.149
- HOMO-LUMO gap (eV) = 4.2
- HOMO level (eV) = -0.21
- energy above the lowest of the compared OMol25 structures with the same formula, charge and spin (kJ/mol) = 40.21

---

A gas-phase ion, C2H5NO2P (charge +1) in a non-equilibrium geometry. Source: the Open Molecules 2025 dataset; level of theory: wB97M-V/def2-TZVPD.

CARTESIAN COORDINATES (ANGSTROEM)
1 P -1.41185 -1.27999 0.03234
2 O -0.13767 0.99990 0.10119
3 O -2.29122 1.08139 0.57381
4 N -1.38092 0.39325 0.23864
5 C 2.17952 0.55946 -0.23873
6 C 1.01675 0.22695 0.30257
7 H 0.72372 -0.57800 0.95583
8 H 2.47801 1.41000 -0.80167
9 H -2.86538 -1.34805 0.16172
10 H -1.31331 -1.33305 -1.32812
11 H 3.00236 -0.13188 0.00243

Summary:
- charge = +1
- LUMO level (Eh) = -0.268
- HOMO-LUMO gap (eV) = 7.6
- HOMO level (eV) = -14.93
- energy above the lowest of the compared OMol25 structures with the same formula, charge and spin (kJ/mol) = 572.23

---

In the order shown, the computed calculated total energy values come out to -167604.8825 -70638.6998 -17015.6057 eV.